Here is a molecular structure, C43H51ClF3GeN2O11PSSbSeSiTeTl in a non-equilibrium geometry from the Open Molecules 2025 dataset. Energies are from the ωB97M-V functional and the def2-TZVPD basis.

- Energy above the lowest of the compared OMol25 structures with the same formula, charge and spin: 0.0 kJ/mol
- HOMO: -3.2 eV
- HOMO-LUMO gap: 6.833 eV
- Charge: -2
- Energy: -9554.47040 a.u.

Element x y z (Å)
Tl1 -0.3071 0.6555 0.8805
O1 -3.1847 0.9606 -0.0263
S1 -2.2765 0.6374 -1.1359
O2 -2.9624 0.2497 -2.3475
O3 -1.3469 -0.5014 -0.6386
O4 -1.3098 1.7627 -1.3434
O5 4.5020 -3.8627 -0.7536
C1 4.1115 -3.9818 -2.0030
O6 4.6168 -4.7763 -2.7670
C2 3.0151 -3.0582 -2.4333
C3 2.4497 -3.0231 -3.6895
Cl1 2.7174 -4.0782 -5.0061
N1 1.5284 -2.0248 -3.7136
N2 1.4582 -1.4110 -2.5148
C4 2.3319 -2.0153 -1.7379
C5 2.4310 -1.5952 -0.2890
O7 3.2411 -2.2507 0.4176
O8 1.7287 -0.6487 0.1077
C6 0.5888 -1.6128 -4.7194
C7 0.8683 -1.6848 -6.0777
C8 -0.0846 -1.2521 -6.9888
C9 -1.2960 -0.7363 -6.5551
C10 -1.5548 -0.6461 -5.1947
C11 -0.6156 -1.0847 -4.2729
H1 3.9594 -3.1398 -0.2782
H2 1.8214 -2.0401 -6.4289
H3 0.1400 -1.3017 -8.0472
H4 -2.0296 -0.3931 -7.2748
H5 -2.4829 -0.2440 -4.8127
H6 -0.8196 -1.0141 -3.2117
C12 4.0828 2.2687 4.5268
Si1 3.4777 3.3110 3.1022
C13 4.8748 3.6325 1.9227
C14 2.8328 4.9427 3.7402
C15 2.1329 2.4098 2.2725
C16 1.2915 1.7365 1.7148
H7 4.7893 2.8211 5.1532
H8 4.5835 1.3736 4.1486
H9 3.2525 1.9376 5.1561
H10 5.7146 4.1156 2.4306
H11 4.5481 4.2792 1.1047
H12 5.2305 2.7015 1.4730
H13 3.6350 5.5186 4.2107
H14 2.0378 4.7998 4.4772
H15 2.4207 5.5361 2.9198
C17 -4.7913 5.2193 1.5126
Ge1 -4.9667 3.5045 2.4352
C18 -6.0375 2.2596 1.3961
C19 -5.7519 3.8552 4.1981
C20 -3.2030 2.7017 2.7540
Se1 -1.9134 3.0765 1.3344
C21 -0.8623 4.3839 2.3068
H16 -5.7632 5.5861 1.1792
H17 -4.1477 5.0901 0.6414
H18 -4.3391 5.9665 2.1686
H19 -6.8693 2.7586 0.8968
H20 -6.4214 1.4651 2.0369
H21 -5.3823 1.8102 0.6449
H22 -6.7440 4.3041 4.1119
H23 -5.1084 4.5399 4.7550
H24 -5.8363 2.9244 4.7618
H25 -3.3236 1.6175 2.7561
H26 -2.7609 3.0032 3.7014
H27 -1.5286 5.1353 2.7284
H28 -0.1856 4.8494 1.5911
H29 -0.2756 3.8929 3.0802
C22 1.9039 -1.2316 4.0509
C23 0.7354 -2.1198 3.6786
O9 -0.4647 -1.7557 4.4046
P1 -1.4835 -0.6804 3.7974
O10 -1.3559 -0.7185 2.2824
Te1 -3.5671 -0.9763 4.8096
O11 -0.8029 0.7369 4.1804
C24 -0.5917 1.1017 5.5454
C25 -0.0025 2.4920 5.5630
H30 2.7903 -1.5595 3.5040
H31 2.1013 -1.2784 5.1247
H32 1.7080 -0.1951 3.7710
H33 0.9284 -3.1579 3.9434
H34 0.5482 -2.0724 2.6079
H35 0.0910 0.3833 6.0072
H36 -1.5389 1.0592 6.0877
H37 0.9229 2.5221 4.9847
H38 0.2117 2.7893 6.5923
H39 -0.6973 3.2128 5.1300
F1 7.7981 3.0580 -0.9188
C26 6.4658 2.8704 -1.1158
C27 5.9458 1.6008 -0.9885
C28 4.5843 1.4257 -1.2110
C29 3.7489 2.4903 -1.5664
C30 4.3179 3.7616 -1.6254
C31 5.6790 3.9610 -1.4143
Sb1 1.6700 1.9791 -2.0214
C32 1.0967 4.0180 -2.5049
C33 1.7526 4.8022 -3.4566
C34 1.3091 6.0777 -3.7794
C35 0.1821 6.5598 -3.1439
F2 -0.2657 7.8012 -3.4716
C36 -0.5059 5.8261 -2.2044
C37 -0.0385 4.5518 -1.8933
C38 2.1997 1.5882 -4.1005
C39 1.3755 2.0115 -5.1433
C40 1.6825 1.7338 -6.4702
C41 2.8203 1.0060 -6.7402
F3 3.1289 0.7296 -8.0354
C42 3.6440 0.5298 -5.7454
C43 3.3203 0.8246 -4.4260
H40 6.5893 0.7762 -0.7103
H41 4.1667 0.4314 -1.0780
H42 3.6972 4.6246 -1.8292
H43 6.1249 4.9464 -1.4681
H44 2.6275 4.4139 -3.9652
H45 1.8181 6.6907 -4.5124
H46 -1.3974 6.2297 -1.7417
H47 -0.6043 3.9510 -1.1883
H48 0.4692 2.5652 -4.9250
H49 1.0445 2.0599 -7.2811
H50 4.5097 -0.0690 -5.9990
H51 3.9709 0.4499 -3.6437

Force components x, y, z for each atom (eV/Å):
Tl 0.139 -0.598 -0.528
O 0.024 0.017 -0.085
S -0.345 0.641 -0.130
O 0.241 -0.315 -0.081
O 0.226 0.250 0.483
O -0.213 -0.017 -0.051
O 0.681 -0.996 -1.156
C 0.171 0.026 0.391
O -0.054 -0.073 -0.235
C 0.065 0.029 -0.011
C -0.093 0.019 -0.035
Cl -0.048 0.085 0.024
N -0.102 0.089 -0.084
N 0.129 -0.097 -0.188
C -0.028 -0.037 0.013
C -0.122 0.173 0.183
O -0.414 0.686 0.455
O -0.017 -0.238 -0.057
C 0.082 0.015 0.126
C 0.015 0.054 0.048
C 0.042 -0.017 -0.016
C -0.012 0.024 0.017
C 0.044 -0.042 0.110
C -0.136 -0.018 0.049
H -0.280 0.306 0.666
H 0.093 -0.048 -0.013
H 0.013 -0.002 -0.005
H 0.001 -0.010 0.006
H -0.021 0.049 0.019
H -0.015 0.015 -0.032
C 0.007 -0.141 0.133
Si 0.136 0.041 0.111
C 0.046 0.001 -0.141
C -0.143 0.140 0.068
C -0.122 -0.098 -0.204
C -0.089 0.008 0.059
H -0.003 -0.015 -0.027
H -0.018 0.021 0.022
H 0.036 0.021 -0.003
H -0.010 -0.004 -0.005
H 0.036 -0.034 0.072
H -0.026 0.064 0.044
H -0.020 -0.009 -0.013
H 0.022 0.004 -0.019
H 0.019 -0.001 0.026
C 0.114 0.040 -0.080
Ge 0.018 -0.020 0.134
C 0.097 -0.033 -0.123
C -0.072 -0.020 0.055
C 0.047 -0.157 -0.256
Se -0.317 0.129 -0.051
C 0.132 -0.035 0.067
H -0.007 -0.001 0.030
H -0.032 0.050 -0.016
H -0.015 0.006 -0.020
H -0.018 -0.003 0.034
H 0.007 -0.004 -0.015
H -0.070 -0.030 0.010
H 0.018 -0.010 0.008
H -0.030 -0.011 0.016
H 0.006 0.024 0.004
H -0.005 0.011 0.101
H 0.030 -0.035 0.035
H 0.018 0.021 0.013
H -0.003 0.018 0.018
H 0.003 0.060 0.002
C -0.017 0.010 -0.001
C 0.054 0.108 0.077
O 0.121 -0.247 0.007
P 0.386 -0.063 -0.353
O -0.171 0.211 0.264
Te -0.100 0.040 0.064
O -0.092 0.152 0.105
C 0.059 -0.009 -0.089
C 0.035 0.030 0.057
H -0.007 0.010 0.003
H 0.011 -0.012 -0.011
H 0.010 -0.006 -0.003
H -0.016 -0.027 0.047
H -0.057 -0.019 -0.036
H 0.021 -0.031 -0.021
H -0.080 -0.012 -0.040
H -0.028 -0.009 0.001
H 0.013 0.025 -0.013
H -0.009 -0.021 0.039
F -0.028 0.011 0.020
C 0.043 -0.012 -0.039
C -0.038 -0.020 -0.026
C -0.071 0.014 0.048
C 0.010 -0.115 0.079
C 0.040 -0.058 -0.055
C -0.043 0.020 -0.036
Sb 0.305 0.337 -0.212
C -0.116 -0.017 -0.008
C 0.021 -0.030 0.051
C 0.022 0.018 -0.002
C 0.009 0.015 -0.012
F 0.012 -0.004 0.019
C 0.024 -0.037 0.013
C -0.046 -0.062 0.087
C -0.075 -0.176 0.033
C -0.012 -0.041 0.061
C -0.032 0.033 0.036
C -0.022 0.023 -0.036
F -0.014 -0.023 -0.013
C 0.026 -0.051 0.050
C -0.012 0.066 0.062
H -0.015 -0.013 -0.017
H 0.015 0.018 -0.026
H 0.001 0.007 -0.060
H -0.007 -0.007 0.007
H -0.012 -0.023 -0.028
H -0.016 -0.012 -0.009
H 0.012 -0.003 0.000
H 0.018 -0.003 -0.067
H 0.007 0.028 -0.004
H -0.006 -0.009 0.003
H 0.009 0.022 0.007
H 0.004 0.002 0.004

Here is a single C6H10ClN molecule in a non-equilibrium geometry from the Open Molecules 2025 dataset. Energies are from the ωB97M-V functional and the def2-TZVPD basis.

- SMILES: C/C=C\[C@H]1NC[C@@H]1Cl
- Energy above the lowest of the compared OMol25 structures with the same formula, charge and spin: 126.5 kJ/mol
- HOMO: -9.2 eV
- HOMO-LUMO gap: 10.220 eV
- Charge: 0
- Energy: -749.50829 a.u.

Element x y z (Å)
C1 -2.3737 -0.0732 -0.6066
C2 -1.7178 -1.1641 0.1857
C3 -0.4176 -1.2682 0.3723
C4 0.5221 -0.2724 -0.2266
C5 1.7126 1.4151 0.1297
C6 1.9585 -0.0895 0.3644
H1 -1.6086 0.4445 -1.1871
H2 -2.7746 0.7426 -0.0133
H3 -3.1631 -0.3955 -1.2642
H4 -2.3664 -1.9142 0.6479
H5 0.0013 -2.0730 0.9478
H6 0.7022 -0.4855 -1.2868
H7 -0.2317 1.3518 0.7689
H8 2.1448 1.8531 -0.7736
H9 1.9979 2.0309 0.9882
H10 1.9875 -0.3647 1.3851
N1 0.2758 1.1782 -0.0643
Cl1 3.3506 -0.9159 -0.3676

Force components x, y, z for each atom (eV/Å):
C 0.821 0.542 -0.210
C -1.212 -0.300 0.330
C 0.355 0.636 -0.276
C 1.430 -0.630 -0.305
C 0.726 0.225 0.451
C -0.835 0.305 -1.005
H -0.159 -0.158 -0.313
H -0.280 -0.108 0.525
H -0.267 -0.396 -0.175
H 0.126 0.197 -0.127
H 0.150 -0.258 0.172
H -0.418 0.040 -0.148
H -0.558 0.113 0.920
H 0.191 -0.335 0.068
H -0.172 0.111 -0.170
H 0.014 -0.012 1.167
N 0.219 -0.059 -0.683
Cl -0.130 0.086 -0.222